[1]
The following is a DFT calculation (the ωB97M-V functional and the def2-TZVPD basis) of a structure of composition C16H18N2PtS2.

Structure (XYZ):
```
39
Properties=species:S:1:pos:R:3:forces:R:3:mulliken_charge:R:1
Pt 1.003 0.902 -0.372 0.3 -0.3 -0.1 0.657
C -1.035 2.482 0.991 0.0 0.1 0.0 -0.954
N -1.000 1.263 0.132 0.0 0.0 0.2 0.525
C -1.416 0.077 0.952 0.1 0.0 0.1 -0.913
C -0.422 -1.078 0.880 0.0 0.0 0.0 -0.671
N 0.979 -0.631 1.118 -0.1 0.1 -0.1 0.220
C 1.245 -0.244 2.517 -0.1 0.0 0.0 -1.036
C 1.954 -1.656 0.716 0.0 0.0 0.0 0.116
C 1.814 -2.963 1.156 0.0 0.0 0.1 -0.239
C 2.752 -3.921 0.805 0.0 0.0 0.0 -0.937
C 3.837 -3.551 0.020 0.0 0.0 0.0 -0.498
C 3.973 -2.245 -0.417 0.0 0.0 0.0 -0.545
C 3.033 -1.269 -0.079 0.0 0.1 0.0 0.364
S 3.213 0.392 -0.645 -0.1 -0.1 -0.1 -0.430
C -1.809 1.553 -1.058 0.0 -0.1 -0.1 0.066
C -3.195 1.593 -0.975 0.0 -0.1 0.0 -0.369
C -3.948 1.964 -2.076 0.0 0.0 0.0 -0.916
C -3.296 2.325 -3.251 0.0 0.0 0.0 -0.492
C -1.915 2.318 -3.319 0.0 0.0 0.0 -0.500
C -1.139 1.931 -2.221 0.0 0.0 0.0 0.393
S 0.619 1.956 -2.335 -0.1 0.3 0.1 -0.444
H -2.032 2.610 1.423 0.0 0.0 0.0 0.392
H -0.294 2.396 1.783 0.0 0.0 0.0 0.306
H -0.794 3.343 0.372 0.0 0.0 0.0 0.281
H -1.510 0.418 1.983 0.0 0.0 0.0 0.465
H -2.394 -0.288 0.643 0.0 0.0 -0.1 0.424
H -0.731 -1.843 1.601 0.0 0.0 0.0 0.376
H -0.433 -1.522 -0.115 0.0 0.0 0.0 0.427
H 1.109 -1.099 3.186 0.0 0.0 0.0 0.380
H 2.271 0.110 2.581 0.0 0.0 0.0 0.278
H 0.579 0.562 2.818 0.0 0.0 0.0 0.295
H 0.970 -3.244 1.775 0.0 0.0 0.0 0.301
H 2.633 -4.944 1.137 0.0 0.0 0.0 0.381
H 4.575 -4.289 -0.267 0.0 0.0 0.0 0.374
H 4.806 -1.961 -1.047 0.0 0.0 0.0 0.412
H -3.692 1.332 -0.048 0.0 0.0 0.0 0.365
H -5.027 1.982 -2.015 0.0 0.0 0.0 0.376
H -3.871 2.622 -4.118 0.0 0.0 0.0 0.364
H -1.411 2.614 -4.230 0.0 0.0 0.0 0.406
```
Positions in Å, forces in eV/Å.

Output
Energy above the lowest of the compared OMol25 structures with the same formula, charge and spin (kcal per mole): 0.0
HOMO (eV): -7.1
Kohn-Sham gap (eV): 7.4
Charge: 0

---

[2]
The following is a DFT calculation (the ωB97M-V functional and the def2-TZVPD basis) of a structure of composition C16H18N3O2S2V at a distorted geometry.

Structure (XYZ):
```
42
Properties=species:S:1:pos:R:3:forces:R:3:mulliken_charge:R:1
V 0.174 -0.642 -0.097 -1.9 8.0 0.0 0.840
C 0.392 0.918 2.339 -0.2 -0.1 0.6 -1.291
N 0.601 1.323 0.948 0.4 0.1 0.2 1.156
C -0.317 2.388 0.546 -0.5 0.3 -0.4 -0.901
C -1.583 1.812 -0.082 -0.1 0.6 0.6 -1.171
N -1.254 0.836 -1.114 0.0 -0.2 -0.2 1.090
C -0.618 1.447 -2.271 0.2 0.3 -0.3 -1.526
C -2.423 0.067 -1.441 -0.5 -0.5 0.0 0.038
C -3.174 0.287 -2.584 0.0 0.1 -0.1 -0.269
C -4.262 -0.520 -2.885 -0.1 0.1 -0.1 -0.824
C -4.617 -1.546 -2.025 -0.2 0.0 -0.1 -0.476
C -3.902 -1.752 -0.865 0.1 0.1 -0.1 -0.861
C -2.806 -0.950 -0.544 -0.1 0.2 0.0 0.665
S -1.975 -1.182 0.955 -0.1 -0.3 0.7 -0.558
C 1.972 1.765 0.788 0.7 -0.1 -0.2 -0.601
C 2.463 2.817 1.546 0.0 0.1 0.1 -0.200
C 3.788 3.205 1.460 0.0 0.1 0.1 -0.934
C 4.633 2.539 0.583 0.1 0.1 0.0 -0.423
C 4.144 1.536 -0.218 -0.1 -0.1 0.1 -0.810
C 2.802 1.131 -0.150 -0.1 0.3 0.0 0.786
S 2.211 -0.048 -1.261 0.3 -0.4 -0.4 -0.541
H 0.547 1.758 3.034 0.0 -0.1 -0.1 0.398
H 1.101 0.118 2.581 -0.1 0.1 0.0 0.279
H -0.622 0.529 2.457 0.1 0.1 0.0 0.390
H 0.195 3.016 -0.191 0.0 -0.1 0.2 0.486
H -0.591 3.024 1.403 0.1 0.0 -0.2 0.400
H -2.186 2.639 -0.499 0.1 -0.1 0.0 0.345
H -2.175 1.297 0.681 0.1 0.1 -0.1 0.534
H -1.161 2.340 -2.619 0.0 -0.1 0.0 0.320
H -0.575 0.708 -3.073 0.1 0.1 0.1 0.409
H 0.409 1.724 -2.022 -0.2 0.0 -0.1 0.288
H -2.929 1.099 -3.254 0.1 0.0 -0.1 0.358
H -4.829 -0.345 -3.789 0.0 0.0 -0.1 0.365
H -5.462 -2.181 -2.254 0.0 -0.1 -0.1 0.357
H -4.148 -2.555 -0.186 -0.1 0.0 0.1 0.395
H 1.795 3.353 2.206 0.0 0.0 0.2 0.283
H 4.162 4.015 2.067 0.0 0.1 0.1 0.361
H 5.674 2.823 0.515 0.1 0.0 0.0 0.360
H 4.781 1.018 -0.917 0.1 0.0 -0.1 0.390
O 1.605 -4.022 0.441 -1.6 1.9 -1.0 -0.460
N 0.760 -3.444 -0.297 1.3 -3.1 0.3 -0.010
O 0.565 -2.212 -0.108 2.4 -7.3 0.5 -0.437
```
Positions in Å, forces in eV/Å.

Output
Spin multiplicity: 4
Energy above the lowest of the compared OMol25 structures with the same formula, charge and spin (kcal per mole): 28.4
HOMO (spin up / spin down) (eV): -3.2 / -4.3
Expectation value of S²: 3.7871
Kohn-Sham gap (spin up / spin down) (eV): 6.0 / 7.1
Charge: -1

---

[3]
The following is a DFT calculation (the ωB97M-V functional and the def2-TZVPD basis) of a cluster of 2 separate species, C16H18N4 in total at a distorted geometry.

Structure (XYZ):
```
38
Properties=species:S:1:pos:R:3:forces:R:3:mulliken_charge:R:1
N 3.618 1.680 1.345 -3.0 0.0 -0.4 -0.536
C 2.452 1.801 1.259 3.0 -0.3 0.2 -0.163
C 1.062 2.169 1.285 -0.6 -1.1 0.0 0.837
C 0.895 3.497 1.809 -0.7 2.5 1.2 -0.418
N 0.725 4.552 2.291 0.6 -2.4 -1.2 -0.507
C 0.003 1.316 1.079 0.6 1.5 0.8 0.514
C -1.363 1.839 1.290 -0.4 0.3 -0.3 0.424
C -1.737 3.114 0.813 -0.3 -0.3 0.2 -0.387
C -3.036 3.591 0.993 0.3 -0.5 0.3 -0.630
C -3.959 2.820 1.714 0.3 0.1 0.1 -0.342
C -3.568 1.596 2.282 0.1 0.4 -0.4 -0.627
C -2.294 1.087 2.024 0.1 0.3 0.0 -0.303
H 0.148 0.251 0.848 0.3 0.5 -0.1 0.365
H -1.006 3.754 0.329 -0.2 -0.2 -0.1 0.481
H -3.284 4.579 0.611 -0.1 -0.3 0.1 0.369
H -4.968 3.211 1.866 0.3 -0.2 0.0 0.355
H -4.244 1.061 2.943 0.1 0.0 -0.3 0.374
H -1.964 0.147 2.467 -0.2 0.1 -0.1 0.390
C 0.715 -0.631 -1.820 -0.2 0.7 1.6 -0.545
C 1.041 -1.625 -2.898 0.5 -1.5 -0.1 -0.740
N 1.413 -2.935 -2.277 -0.2 0.1 0.2 -0.265
C 2.584 -2.747 -1.360 -0.7 -0.8 -1.5 -0.715
C 2.242 -1.764 -0.282 -1.0 1.2 0.9 -0.598
N 0.846 -1.222 -0.446 0.2 -1.4 -0.9 -0.365
C -0.063 -2.427 -0.382 0.2 1.6 1.0 -0.660
C 0.250 -3.419 -1.462 1.2 -0.3 -1.3 -0.695
H 1.387 0.233 -1.850 -0.2 0.0 0.0 0.427
H -0.319 -0.285 -1.905 0.1 0.2 0.0 0.433
H 0.167 -1.804 -3.536 0.3 0.0 -0.1 0.308
H 1.890 -1.288 -3.507 -0.3 -0.2 0.0 0.300
H 2.811 -3.733 -0.936 0.1 0.2 -0.2 0.263
H 3.429 -2.403 -1.969 -0.1 -0.2 0.1 0.358
H 2.250 -2.256 0.694 0.2 0.3 0.1 0.474
H 2.919 -0.906 -0.271 0.0 -0.1 0.1 0.336
H 0.103 -2.867 0.607 -0.3 0.1 0.0 0.461
H -1.088 -2.055 -0.467 0.0 -0.1 0.2 0.414
H -0.598 -3.541 -2.145 0.2 -0.2 0.1 0.326
H 0.539 -4.390 -1.037 -0.2 0.1 -0.2 0.287
```
Positions in Å, forces in eV/Å.

Output
Energy above the lowest of the compared OMol25 structures with the same formula, charge and spin (kcal per mole): 78.9
HOMO (eV): -8.5
SMILES string: N#CC(C#N)=Cc1ccccc1.C1CN2CCN1CC2
Kohn-Sham gap (eV): 7.8
Charge: 0

---

[4]
The following is a DFT calculation (the ωB97M-V functional and the def2-TZVPD basis) of a cluster of 2 separate species, C16H18N6 in total at a distorted geometry.

Structure (XYZ):
```
40
Properties=species:S:1:pos:R:3:forces:R:3:mulliken_charge:R:1
C -4.334 -0.717 -0.561 -0.2 0.5 0.0 -0.781
N -3.082 -1.465 -0.569 0.4 0.3 -0.2 0.095
C -3.141 -2.920 -0.602 0.0 -0.2 0.0 -0.897
C -1.942 -0.795 -0.678 0.7 -0.7 -0.3 -0.164
C -0.666 -1.395 -0.781 -0.7 0.0 0.0 -0.537
C 0.485 -0.637 -0.971 -0.7 0.7 -1.4 -0.302
C 1.786 -1.245 -1.182 1.3 -0.7 -0.1 0.824
C 2.727 -0.610 -2.040 -0.6 -0.2 0.4 -0.280
C 3.955 -1.199 -2.319 0.1 -0.3 0.3 -0.617
C 4.307 -2.418 -1.717 -0.5 0.3 0.0 -0.351
C 3.376 -3.082 -0.902 0.2 0.3 0.0 -0.716
C 2.131 -2.510 -0.640 -0.1 0.4 -0.2 -0.301
H -5.174 -1.415 -0.507 0.2 0.3 0.0 0.228
H -4.370 -0.031 0.295 0.0 -0.3 -0.1 0.335
H -4.421 -0.108 -1.472 -0.1 -0.2 0.2 0.338
H -4.195 -3.212 -0.647 0.4 0.0 0.0 0.290
H -2.618 -3.315 -1.484 -0.2 0.1 0.2 0.349
H -2.687 -3.367 0.294 -0.1 0.2 -0.2 0.324
H -2.028 0.292 -0.719 0.1 -0.2 0.2 0.576
H -0.591 -2.483 -0.793 0.0 0.3 0.3 0.311
H 0.400 0.400 -1.288 0.0 -0.8 -0.3 0.382
H 2.441 0.337 -2.505 0.2 -0.2 0.2 0.381
H 4.660 -0.694 -2.978 -0.2 -0.1 0.1 0.370
H 5.300 -2.845 -1.887 -0.4 0.1 0.0 0.362
H 3.650 -4.035 -0.448 -0.1 0.2 -0.1 0.353
H 1.405 -3.034 -0.006 0.4 0.2 -0.2 0.299
N 0.564 4.235 3.889 0.2 0.3 1.3 -0.377
C 0.281 3.978 2.604 -0.4 -1.5 -1.7 0.041
N 0.126 4.961 1.696 -0.2 -0.6 -0.4 -0.719
C -0.113 4.611 0.403 0.3 -2.3 0.4 -0.293
N -0.134 3.343 -0.131 -0.3 2.4 -0.5 -0.728
C 0.006 2.356 0.741 0.7 0.3 3.4 0.279
C 0.160 2.618 2.180 -0.1 0.0 -2.4 0.875
N 0.243 1.431 2.831 0.0 -1.8 -0.4 -0.861
C 0.157 0.487 1.834 0.2 2.5 1.4 -0.438
N 0.032 0.985 0.585 -0.3 0.7 0.5 0.007
H 0.728 3.459 4.533 -0.2 0.6 -0.6 0.248
H 0.687 5.187 4.201 0.0 -0.3 -0.1 0.249
H -0.293 5.429 -0.297 0.1 -0.2 0.2 0.408
H 0.183 -0.579 2.036 0.0 0.1 0.0 0.438
```
Positions in Å, forces in eV/Å.

Output
Energy above the lowest of the compared OMol25 structures with the same formula, charge and spin (kcal per mole): 56.9
HOMO (eV): -6.5
Kohn-Sham gap (eV): 5.3
Charge: 0

---

[5]
The following is a DFT calculation (the ωB97M-V functional and the def2-TZVPD basis) of a structure of composition C16H19B2F8N6Os at a distorted geometry.

Structure (XYZ):
```
52
Properties=species:S:1:pos:R:3:forces:R:3:mulliken_charge:R:1
Os -0.111 -0.062 -0.420 0.2 -0.4 0.1 1.025
C 2.679 0.980 -1.142 0.6 -0.2 0.2 -1.061
N 1.545 1.413 -0.290 -0.6 -0.5 0.0 0.181
C 1.105 2.770 -0.675 -0.4 0.5 -0.2 -1.095
C 1.976 1.432 1.136 0.0 -0.4 0.7 -1.099
C 1.762 0.054 1.772 0.7 0.4 0.0 -0.669
N 0.416 -0.357 1.440 0.5 0.1 -0.3 0.586
C -0.290 -1.119 2.309 -1.2 -1.1 1.4 -0.032
C -1.700 -1.035 2.283 0.4 0.1 -0.1 0.238
F -2.218 -0.094 1.465 -0.3 -0.3 0.4 -0.284
C -2.496 -1.842 3.075 0.2 0.0 0.0 0.117
F -3.818 -1.718 3.030 0.1 0.1 -0.1 -0.280
C -1.921 -2.779 3.926 0.2 0.3 -0.2 -0.535
C -0.539 -2.872 3.980 -0.2 0.2 -0.1 0.185
F 0.028 -3.779 4.770 0.1 0.1 0.0 -0.281
C 0.270 -2.047 3.213 0.1 0.1 -0.3 0.689
F 1.605 -2.203 3.249 -0.3 -0.1 0.1 -0.347
H 3.321 1.837 -1.390 -0.2 -0.1 0.1 0.376
H 1.338 -0.127 -2.206 0.4 0.2 -0.1 -0.949
H 3.264 0.251 -0.577 -0.1 0.1 -0.1 0.430
H 1.886 3.504 -0.453 0.0 -0.1 0.0 0.412
H 0.201 3.032 -0.121 0.1 0.0 0.0 0.337
H 0.881 2.814 -1.741 0.0 -0.1 0.1 0.387
H 1.353 2.156 1.668 0.1 0.0 -0.2 0.460
H 3.022 1.747 1.219 -0.1 0.0 -0.1 0.365
H 1.909 0.125 2.854 0.0 0.1 -0.2 0.660
H 2.484 -0.677 1.387 -0.1 0.1 0.1 0.314
H -2.531 -3.428 4.535 -0.1 0.0 0.0 0.510
B 3.120 -1.005 -2.714 0.4 0.0 -0.2 0.175
N 2.618 -2.044 -1.710 0.0 -0.4 0.2 -0.873
C 2.996 -3.330 -1.709 -0.2 0.1 0.3 -0.342
C 2.289 -3.997 -0.729 -0.3 0.4 0.2 -1.176
C 1.471 -3.014 -0.164 0.4 -0.4 -0.2 -0.409
N 1.697 -1.841 -0.751 -0.6 0.7 0.1 1.070
N 2.251 0.325 -2.389 -0.5 -0.6 0.0 1.078
C 2.029 1.180 -3.519 -0.2 0.3 -0.6 -0.335
C 0.804 1.436 -3.983 0.5 0.0 0.3 -0.644
C -0.434 0.956 -3.350 -0.3 0.2 -0.7 -0.094
N -0.529 0.497 -2.193 -0.3 0.1 -0.3 0.069
H 2.873 -1.371 -3.814 -0.2 0.2 -0.4 -0.081
H 4.272 -0.778 -2.548 0.4 0.3 0.1 -0.113
H 3.747 -3.680 -2.387 0.1 -0.1 -0.2 0.472
H 2.340 -5.031 -0.460 0.0 -0.2 0.0 0.462
H 0.740 -3.117 0.615 -0.1 0.0 0.1 0.510
H 2.924 1.535 -4.015 0.0 0.0 0.0 0.560
H 0.687 2.012 -4.888 0.1 0.0 -0.1 0.482
H -1.333 1.032 -3.971 -0.1 -0.1 0.1 0.471
F -2.484 -1.535 -2.776 -0.8 0.6 -0.3 -0.277
B -1.694 -2.359 -2.105 0.9 0.3 -0.2 0.425
F -2.132 -3.553 -1.780 -0.3 -0.7 0.5 -0.241
F -0.384 -2.245 -2.453 0.4 -0.3 -0.4 -0.243
F -1.511 -1.544 -0.548 0.6 0.6 0.4 -0.586
```
Positions in Å, forces in eV/Å.

Output
Spin multiplicity: 5
Energy above the lowest of the compared OMol25 structures with the same formula, charge and spin (kcal per mole): 55.8
HOMO (spin up / spin down) (eV): -11.9 / -12.1
Expectation value of S²: 6.0284
Kohn-Sham gap (spin up / spin down) (eV): 8.1 / 6.3
Charge: +1

---

[6]
The following is a DFT calculation (the ωB97M-V functional and the def2-TZVPD basis) of a structure of composition C16H19BN6NiSe at a distorted geometry.

Structure (XYZ):
```
44
Properties=species:S:1:pos:R:3:forces:R:3:mulliken_charge:R:1
H 1.438 -1.954 -0.623 0.2 0.2 0.0 0.356
N -0.285 -0.767 -0.939 -0.3 -0.1 0.6 0.046
B -2.663 0.040 -1.407 1.4 0.0 1.2 0.144
N -1.512 -1.007 -1.496 1.2 -0.4 -0.4 0.042
C -1.505 -2.236 -2.027 -0.2 0.0 0.0 -0.038
Ni 0.171 1.389 -0.018 -1.3 -6.3 2.1 -0.315
H -2.380 -2.601 -2.558 0.2 0.0 0.2 0.449
C -0.283 -2.822 -1.767 0.3 -0.5 0.0 -1.131
H 0.035 -3.808 -2.044 0.0 -0.2 -0.1 0.395
C 0.461 -1.876 -1.059 -1.6 0.2 -0.6 -0.061
H -3.660 -0.283 -1.993 0.2 0.0 0.1 -0.101
C 0.909 2.713 0.947 2.9 1.3 -0.6 -1.236
H 1.768 2.218 1.431 -0.3 0.8 0.3 0.498
H 0.232 3.258 1.602 0.1 0.0 -0.1 0.216
H 1.324 3.239 0.058 -0.1 0.8 1.1 0.237
N -2.023 1.333 -1.920 1.3 0.8 0.1 -0.015
N -2.862 0.221 0.128 0.0 0.5 0.9 -0.002
N -0.891 1.915 -1.305 -4.1 3.0 -5.1 0.439
N -1.907 0.875 0.904 -1.9 -0.4 0.3 0.034
C -2.401 2.085 -2.964 0.4 0.0 0.6 -0.073
C -3.918 -0.157 0.893 0.3 0.1 -0.1 -0.122
H -3.205 1.780 -3.608 -0.1 -0.1 0.1 0.450
H -4.756 -0.724 0.446 0.7 0.6 0.4 0.392
C -1.603 3.207 -3.011 -0.2 0.7 -0.7 -1.140
C -3.688 0.277 2.195 -0.2 0.0 0.0 -1.079
C -0.727 3.099 -1.951 -0.3 -1.8 0.4 -0.027
C -2.445 0.940 2.129 -0.1 -0.7 -0.7 -0.221
H -1.640 4.013 -3.732 -0.1 -0.1 0.2 0.378
H -4.324 0.130 3.077 0.4 0.1 -0.6 0.353
H -0.003 3.785 -1.583 0.5 0.3 0.0 0.480
H -1.925 1.435 2.926 0.2 0.1 0.1 0.539
H 1.055 0.321 -0.844 0.6 1.6 0.3 0.131
Se 0.856 -0.224 2.365 -0.8 0.1 0.3 0.015
C 2.474 -0.982 1.991 1.7 -0.7 0.0 0.306
C 3.273 -0.611 0.883 -0.3 -0.1 0.0 -0.133
C 4.387 -1.352 0.518 0.2 0.0 0.2 -0.523
C 4.794 -2.435 1.308 -0.4 0.2 0.0 -0.396
C 4.076 -2.752 2.471 0.4 0.0 -0.3 -0.500
C 2.953 -2.026 2.822 -0.2 0.2 -0.4 -0.452
H 2.991 0.254 0.291 -0.1 -0.1 0.0 0.187
H 4.943 -1.067 -0.381 -0.1 -0.1 0.4 0.376
H 5.671 -3.009 1.020 -0.2 0.0 0.1 0.374
H 4.405 -3.570 3.106 0.0 0.1 -0.1 0.357
H 2.393 -2.262 3.718 0.0 -0.1 0.0 0.373
```
Positions in Å, forces in eV/Å.

Output
Spin multiplicity: 3
Energy above the lowest of the compared OMol25 structures with the same formula, charge and spin (kcal per mole): 116.4
HOMO (spin up / spin down) (eV): -7.2 / -7.8
Expectation value of S²: 2.3618
Kohn-Sham gap (spin up / spin down) (eV): 6.9 / 5.8
Charge: 0